A structure of composition C52H44BF4N8PPb, computed with the ωB97M-V functional and the def2-TZVPD basis.

Properties
net charge: 0
largest force on an atom: 0.01937 Eh/bohr
energy relative to the best compared isomer or geometry (same formula, charge and spin): 0.0 kcal per mole
LUMO energy: 0.39 eV
highest occupied orbital energy: -0.1991 Eh

```
111
Properties=species:S:1:pos:R:3:forces:R:3:lowdin_charge:R:1
Pb 1.416 -0.626 -0.483 0.196 0.054 -0.196 1.226
P -2.245 0.678 0.749 0.477 -0.164 -0.213 1.179
F 3.637 -1.014 2.332 0.422 -0.157 -0.317 0.102
F 1.581 -0.704 2.960 -0.512 -0.006 -0.068 0.091
F -0.510 -3.028 -1.737 -0.270 0.110 0.069 -0.086
F 1.105 -2.552 -3.128 0.144 0.224 -0.096 -0.118
N 3.671 -0.779 -1.628 0.358 -0.624 0.005 -0.063
N -1.105 2.373 2.588 0.375 -0.095 -0.243 -0.067
N 0.402 1.679 1.133 0.024 -0.083 -0.037 0.108
N -2.585 -1.956 1.482 0.529 -0.034 -0.118 -0.057
N -0.535 -1.614 0.737 -0.265 0.165 0.243 0.035
N -0.689 0.920 -1.536 -0.319 0.145 0.095 0.051
N 5.019 -1.536 -3.177 0.086 -0.190 -0.191 0.074
N -2.840 1.187 -1.956 0.382 0.043 -0.017 -0.059
C -2.180 1.347 -3.147 0.700 -0.124 0.114 -0.110
C -3.394 -6.715 3.333 -0.064 -0.037 -0.047 -0.087
C 2.464 -5.081 1.334 0.112 -0.020 0.015 -0.067
C -0.633 -2.910 1.125 -0.892 -0.267 0.354 -0.181
C -0.101 -5.148 0.311 0.127 0.042 -0.020 -0.046
C 2.634 1.499 -4.179 0.092 0.001 -0.037 -0.089
C -3.677 2.974 -6.774 0.016 0.000 -0.050 -0.089
C 4.642 0.146 -1.846 0.405 0.062 -0.251 -0.155
C 5.493 -0.308 -2.810 0.167 0.457 0.139 -0.099
C -4.405 1.994 -6.125 -0.160 0.005 -0.110 -0.085
C 2.021 -6.208 0.665 -0.021 -0.034 -0.036 -0.089
C -1.887 0.929 -1.009 -0.103 0.131 0.095 -0.433
C 1.001 2.553 1.986 -0.730 0.234 0.471 -0.162
C -4.257 1.256 -1.747 -0.530 0.002 0.104 -0.037
C -2.450 -4.361 2.184 -0.184 -0.207 0.239 -0.178
C -2.343 2.521 3.296 -0.544 0.059 0.264 -0.035
C -3.663 -4.906 1.776 0.105 0.026 -0.007 -0.042
C 1.532 1.597 -3.352 -0.161 0.015 -0.101 -0.048
C 3.316 2.108 1.233 -0.111 0.021 0.132 -0.041
C -3.946 1.434 -4.945 0.146 0.005 0.045 -0.039
C 4.244 4.350 2.557 0.096 0.074 0.052 -0.083
C 2.895 4.054 2.565 -0.034 -0.035 -0.091 -0.024
C -4.129 -6.076 2.348 -0.115 -0.079 0.016 -0.081
C -2.742 1.858 -4.390 -0.192 0.244 -0.230 -0.166
C -2.183 -6.181 3.739 0.101 -0.080 0.085 -0.069
C -2.013 2.853 -5.051 -0.139 0.050 0.027 -0.023
C 5.142 3.519 1.908 0.033 -0.001 -0.024 -0.089
C 2.411 2.917 1.915 0.383 0.115 -0.030 -0.135
C 0.865 3.607 5.174 -0.065 0.029 -0.076 -0.023
C -3.951 -1.722 1.849 -0.570 0.112 0.196 -0.039
C 0.301 1.094 -3.767 0.277 0.020 -0.110 -0.188
C 0.316 5.732 6.154 -0.004 -0.003 0.020 -0.085
C 0.185 0.491 -5.017 0.087 0.031 0.108 -0.027
C -0.404 6.067 5.020 -0.055 0.112 0.043 -0.079
C 0.149 3.943 4.028 -0.120 0.043 0.253 -0.212
C 3.922 -1.775 -2.434 -0.079 -0.181 0.004 -0.183
C 4.668 2.397 1.248 0.135 -0.004 -0.055 -0.075
C 0.341 -3.998 0.970 0.215 -0.304 -0.102 -0.195
C -1.916 -3.140 1.596 0.658 0.022 -0.141 -0.120
C -1.706 -1.053 0.958 -0.305 0.305 0.104 -0.396
C -1.707 -5.015 3.169 -0.160 0.086 -0.024 -0.012
C 2.516 0.893 -5.419 0.112 0.031 -0.080 -0.089
C 0.944 4.499 6.228 0.071 0.012 0.117 -0.072
C 0.852 -2.735 -1.758 0.525 -0.305 0.255 -0.430
C 0.062 3.002 2.905 0.401 -0.083 -0.284 -0.121
C 1.292 0.393 -5.838 0.018 -0.011 -0.103 -0.076
C -2.476 3.401 -6.230 0.048 0.053 -0.072 -0.070
C 0.733 -6.239 0.156 -0.107 -0.081 0.000 -0.073
C -0.835 1.151 -2.858 -0.894 -0.033 -0.056 -0.192
C 1.631 -3.985 1.489 -0.193 0.038 0.060 -0.034
C -0.852 1.576 1.503 -0.332 0.153 0.009 -0.422
C -0.494 5.176 3.965 0.106 -0.052 -0.027 -0.037
B 2.368 -0.939 1.880 0.151 0.140 0.135 -0.745
H -3.761 -7.631 3.771 -0.029 -0.064 0.056 0.101
H -2.977 3.276 2.824 -0.013 -0.078 0.070 0.098
H -0.759 -4.602 3.481 0.042 0.042 0.021 0.125
H -5.342 1.662 -6.541 -0.127 -0.091 -0.063 0.101
H 3.378 0.814 -6.066 0.083 -0.014 -0.053 0.097
H -4.684 2.075 -2.329 0.029 -0.084 0.065 0.098
H -1.606 -6.678 4.505 0.059 -0.026 0.041 0.105
H -4.734 0.317 -2.041 -0.044 0.102 0.004 0.096
H 4.653 1.072 -1.307 0.082 0.240 0.055 0.089
H -4.620 -1.919 1.007 0.000 0.006 0.096 0.097
H -5.068 -6.492 2.019 -0.116 -0.069 -0.044 0.102
H -0.765 0.085 -5.335 -0.045 -0.041 0.018 0.122
H 0.373 -7.116 -0.364 -0.005 -0.041 -0.036 0.103
H 3.585 1.887 -3.846 0.050 0.026 -0.042 0.095
H -4.516 0.650 -4.472 -0.075 -0.113 0.083 0.106
H -4.079 -0.684 2.159 -0.006 -0.160 -0.021 0.054
H 2.668 -7.063 0.544 0.106 -0.087 -0.006 0.098
H 2.219 4.715 3.084 -0.016 0.055 -0.020 0.102
H -2.873 1.569 3.311 -0.007 0.110 0.028 0.066
H -4.036 3.396 -7.703 -0.037 0.023 0.003 0.102
H 5.358 1.722 0.763 0.075 -0.038 -0.058 0.097
H 1.204 -0.079 -6.806 0.001 -0.045 -0.046 0.102
H 3.462 -5.058 1.746 0.087 0.046 0.044 0.106
H -4.224 -4.435 0.982 -0.059 0.057 -0.051 0.113
H -1.101 -5.173 -0.096 -0.009 0.035 -0.055 0.124
H 2.950 1.225 0.728 0.032 0.036 -0.036 0.013
H -1.081 3.195 -4.623 0.006 0.024 0.013 0.122
H 0.388 6.431 6.977 0.004 0.016 0.035 0.102
H 1.606 2.076 -2.387 0.002 -0.008 0.153 0.107
H 1.985 -3.120 2.026 -0.025 -0.071 0.037 0.064
H -1.904 4.173 -6.724 0.061 0.034 -0.027 0.105
H 1.369 2.653 5.219 0.044 -0.108 0.010 0.128
H -2.140 2.826 4.323 -0.009 -0.034 -0.087 0.098
H 1.501 4.235 7.114 0.076 -0.048 0.080 0.104
H -1.036 5.451 3.072 -0.068 -0.005 -0.100 0.120
H -4.450 1.424 -0.686 -0.012 0.024 -0.135 0.060
H -4.213 -2.382 2.676 -0.038 0.049 -0.046 0.098
H 4.596 5.230 3.076 0.036 0.080 0.012 0.101
H 6.364 0.129 -3.255 0.148 0.065 -0.082 0.107
H 5.397 -2.140 -3.888 -0.067 0.092 0.126 0.156
H 1.348 -3.693 -1.517 -0.105 0.106 -0.086 0.065
H -0.891 7.028 4.956 -0.055 0.088 -0.023 0.102
H 6.199 3.749 1.920 0.025 -0.042 -0.005 0.099
H 3.336 -2.665 -2.506 -0.125 -0.267 -0.132 0.110
```
Positions in Å, forces in eV/Å.